C19H48HgO21S6 | ωB97M-V with the def2-TZVPD basis set

Output
Orbital gap = 6.41 eV
E = -132658.9161 eV
Spin multiplicity = 1
HOMO level = -8.865 eV
Energy above the lowest of the compared OMol25 structures with the same formula, charge and spin = 71.5 kcal per mole

Each line ends with the Mulliken charge.
Atoms and positions in Å:
C 17.73583 -11.54266 -15.70508  -0.81
H 21.23605 -2.22601 -17.37061  0.50
H 19.46758 -6.28549 -15.58242  0.36
C 21.02244 -3.12213 -17.94669  -0.87
H 19.49362 -9.56622 -17.90356  -0.43
H 20.24618 -10.95661 -16.93006  0.82
H 16.68825 -9.31295 -20.92277  0.50
Hg 21.18216 -5.69370 -21.55716  1.92
C 23.20824 0.18322 -19.92021  -1.24
H 21.13515 -11.91329 -18.94782  0.55
C 20.81718 -10.87083 -18.94795  0.39
O 17.39077 -8.11039 -14.22334  -0.30
C 17.95545 -7.78254 -20.00663  1.78
O 18.96675 -2.11037 -19.44134  -0.58
H 24.15020 -12.71111 -21.07422  0.32
S 23.46597 -7.70202 -23.84131  0.88
H 20.31436 -3.75452 -17.41546  0.23
O 20.64150 -8.09375 -18.44770  -0.27
H 20.51664 -10.60017 -19.95787  0.15
O 24.06294 -11.55714 -17.98374  -0.34
C 23.42010 -9.04098 -22.57514  -0.98
H 22.71092 -11.50627 -26.06444  0.33
O 18.54052 -11.28209 -18.25333  -0.32
C 22.26532 -10.59152 -25.67103  -1.05
H 25.23243 -10.70536 -19.59127  0.49
O 18.84343 -5.36593 -21.31990  -0.71
O 16.38413 -7.93194 -16.48232  -0.59
C 22.52664 -1.17897 -20.14818  -0.07
C 23.15181 -9.24262 -17.19791  -0.01
H 18.10648 -9.94263 -20.04716  0.20
H 16.76422 -11.12816 -15.96208  0.31
C 21.05752 -7.23794 -19.26235  0.58
O 16.43704 -4.72593 -21.62012  -0.63
S 24.46459 -10.41591 -16.89046  1.29
H 16.79597 -3.88700 -19.05190  0.51
H 18.75867 -6.61509 -17.23421  -0.67
C 24.36169 -11.32159 -19.36907  0.55
H 22.37085 -9.20320 -22.32280  0.26
O 21.53905 -7.61967 -20.41816  -1.05
O 16.75024 -12.83932 -17.72856  -0.64
H 16.68198 -9.27215 -19.20386  0.26
S 18.05281 -12.47977 -17.24503  1.20
H 18.44248 -4.65237 -18.67984  -0.15
H 18.46740 -10.79165 -15.42751  0.17
C 23.15092 -9.35834 -25.85976  -0.35
S 20.34544 -2.48741 -19.53562  1.08
O 24.17333 -11.07916 -15.64352  -0.66
H 22.99824 -1.97527 -19.56037  0.29
H 19.68062 -7.15196 -11.95593  0.42
H 22.30511 -9.69095 -16.68638  0.14
H 22.92274 -8.94968 -26.84174  0.31
H 18.95242 -7.75030 -20.45601  -0.11
H 21.84689 -10.74400 -24.67619  0.28
C 18.82616 -6.91303 -16.18902  0.05
C 24.45230 -12.69733 -20.02975  -1.42
O 22.67591 -6.59925 -23.32785  -0.45
H 17.57809 -8.08510 -12.19962  0.32
H 23.82200 -9.90919 -23.09102  0.44
O 16.97187 -6.93690 -20.58396  -0.55
H 25.43003 -13.15614 -19.88633  0.38
O 24.81150 -7.50771 -24.33364  -0.58
H 19.35227 -7.86544 -16.27758  0.22
H 17.64010 -12.31203 -14.94118  0.46
C 17.86753 -7.43016 -13.02522  -0.36
H 23.47425 -10.80471 -19.74912  -0.30
O 20.81020 -3.32541 -20.62039  -0.62
S 17.45862 -5.35106 -20.84216  1.01
H 22.95042 -9.24288 -18.26655  -0.64
H 17.31675 -6.53568 -12.73686  0.34
C 17.34443 -9.17079 -20.06478  -1.46
O 21.18253 -1.07802 -19.69828  -0.31
H 18.09622 -7.48970 -18.96008  -0.61
O 19.15986 -13.38074 -17.05970  -0.63
H 21.32442 -10.47044 -26.21653  0.36
O 22.54004 -8.37802 -24.96348  -0.30
H 24.20065 -9.51316 -25.62836  0.42
H 19.89456 -8.21176 -13.32062  0.23
H 23.85671 -8.77463 -21.61560  0.47
O 20.84681 -5.95456 -19.17663  -0.74
H 21.63964 -10.22130 -18.63095  -0.94
H 21.85102 -3.77066 -18.22058  0.28
H 22.71170 -1.45559 -21.18773  0.24
C 19.37911 -7.31029 -12.99329  -0.94
H 23.42594 -8.25938 -16.82987  0.54
H 16.88332 -5.62745 -18.67368  0.46
H 19.72776 -6.46537 -13.58216  0.21
C 19.78648 -10.61417 -17.85426  -0.42
O 25.73817 -9.83375 -17.21178  -0.67
H 22.78956 0.77157 -19.10991  0.33
H 23.07979 0.70430 -20.86910  0.31
O 16.64726 -5.84508 -15.08247  -0.70
H 23.76948 -13.32306 -19.45170  0.35
S 17.12918 -7.13863 -15.54614  1.33
C 17.43238 -4.76503 -19.04926  -0.70
H 24.27448 0.00043 -19.79291  0.37